[1]
43
Properties=species:S:1:pos:R:3:mulliken_charge:R:1 method="wB97M-V/def2-TZVPD" total_energy_ev=-21903.98877 smiles=CCN(CC)[C@@H](C)CCNc1n[nH]c2ccccc12
H -2.13 2.65 1.85 0.274
H -0.38 -1.75 -7.32 0.322
H -0.16 -1.29 0.40 0.365
H 0.47 3.00 3.32 0.428
H 0.23 0.71 -1.77 0.241
H -1.39 -0.32 2.27 0.273
C 0.14 -1.23 -2.18 0.263
H 2.75 1.46 2.17 0.261
C 0.06 -1.10 -3.60 1.603
N -0.33 -3.15 -2.93 0.077
H 1.10 -0.06 0.63 0.060
H 0.82 -1.66 4.86 0.433
C 0.13 0.30 4.06 -0.869
C 2.35 2.17 2.91 -1.225
H 0.68 2.69 1.61 0.283
H -1.86 0.48 0.03 0.342
H 2.56 1.84 3.93 0.297
C -0.50 -2.60 -5.39 -0.764
C -2.30 1.64 2.27 -1.675
H 0.21 0.53 -6.57 0.396
H 0.65 0.92 4.81 0.488
C -0.90 0.73 0.50 -1.062
H -2.51 1.73 3.34 0.391
H 0.58 0.94 -4.11 0.374
H -0.71 -3.62 -5.75 0.350
C 0.16 -0.31 0.10 -0.585
H 1.75 -1.02 3.48 0.260
N 0.39 -0.18 -1.36 -0.169
C -0.30 -1.55 -6.25 -0.335
C -0.27 -2.37 -4.03 -0.609
H -0.57 1.73 0.19 0.400
C -1.10 0.71 1.98 0.137
H 0.17 -1.74 3.21 0.210
H -3.18 1.14 1.84 0.498
N -0.09 -2.46 -1.77 -0.789
N 0.13 0.99 2.76 0.724
H 2.81 3.15 2.80 0.424
C 0.06 -0.26 -5.86 -0.819
H -0.88 0.20 4.46 0.343
H -0.51 -4.18 -2.94 0.235
C 0.77 -1.13 3.91 -1.057
C 0.86 2.29 2.62 -0.496
C 0.26 -0.02 -4.47 -0.299

---

[2]
15
Properties=species:S:1:pos:R:3:mulliken_charge:R:1 method="wB97M-V/def2-TZVPD" relative_energy_kj_mol=210.0 total_energy_ev=-15143.19114 smiles="C=C.CCS"
H -2.07 0.65 -1.06 0.319
C 2.46 0.70 0.03 -0.406
H -0.83 -1.30 1.08 0.298
C -1.32 -0.01 -0.63 -0.144
C -1.67 -0.77 0.62 -1.029
S -1.14 -1.19 -2.06 -0.258
H -2.54 -1.41 0.56 0.387
C 1.63 0.93 1.04 -0.516
H 2.59 1.41 -0.78 0.268
H -1.94 -0.06 1.41 0.311
H 2.96 -0.25 -0.09 0.245
H 1.63 0.29 1.93 0.195
H 0.58 1.23 1.03 0.241
H -0.35 0.47 -0.59 -0.019
H 0.03 -0.69 -2.49 0.109

---

[3]
60
Properties=species:S:1:pos:R:3:mulliken_charge:R:1 method="wB97M-V/def2-TZVPD" relative_energy_kj_mol=0.0 spin_multiplicity=3 total_energy_ev=-96550.59742 charge=-1
C 1.48 5.64 1.31 -0.787
C -0.40 -3.78 1.42 -0.440
H -0.40 4.79 0.70 0.458
H 0.31 1.90 -4.89 0.394
S -0.48 2.27 -2.31 -0.461
O 0.81 0.13 -3.95 -0.404
O 2.38 -0.20 3.10 -0.715
H 1.19 6.67 1.12 0.403
C 3.89 0.13 -0.60 -0.918
Tc -0.33 -0.84 0.73 0.887
P 0.51 0.61 -2.43 0.727
H 2.54 1.98 2.02 0.354
H -2.57 -1.03 2.51 0.285
H 0.62 -3.49 1.62 0.613
S 1.47 -1.26 2.74 1.372
H -4.74 -0.56 0.41 0.411
O 0.01 -0.82 2.84 -0.551
C 2.91 -0.26 -1.67 -0.162
C -1.02 0.32 -5.53 -0.924
H 2.37 -1.17 -1.41 0.172
H -2.80 -1.53 -0.74 -0.119
H -2.54 -6.37 1.68 0.394
H 1.09 0.65 -5.88 0.305
C -2.15 -5.39 1.45 -0.345
H -1.70 1.50 1.00 0.706
N -1.19 -2.83 0.89 0.573
C 3.15 4.05 2.05 -0.987
S -0.32 -1.09 -1.65 -0.496
C -3.37 -2.15 -0.05 -0.724
O 1.54 -1.52 1.20 -0.791
O -1.19 2.40 1.16 -0.612
H 3.39 0.22 0.36 -0.073
O -2.11 0.11 0.85 -0.820
H 4.66 -0.64 -0.51 0.401
Cl 3.86 6.66 2.10 -0.245
H 4.38 1.08 -0.85 0.336
H -0.14 -5.76 2.15 0.441
C -3.06 -0.42 1.75 -0.480
O 0.55 1.05 0.79 0.164
H -3.56 0.40 2.27 0.413
C -4.08 -1.23 0.96 -0.866
C -0.84 -5.06 1.71 -1.019
H -4.69 -1.82 1.65 0.349
H -4.00 -4.64 0.64 0.449
H -4.12 -2.69 -0.63 0.530
C 2.27 3.01 1.80 0.063
O 1.97 0.82 -1.84 -0.330
C 0.99 3.29 1.32 0.185
H -0.99 -0.75 -5.71 0.262
H 3.41 -0.41 -2.64 0.353
O 1.68 -2.52 3.43 -0.684
C 0.60 4.60 1.08 -0.318
H -1.34 0.83 -6.44 0.388
C 0.07 2.16 1.06 0.167
H 4.14 3.86 2.45 0.438
C 0.34 0.83 -5.10 -0.436
C -2.47 -3.16 0.59 0.828
C 2.74 5.35 1.80 0.486
H -1.75 0.52 -4.74 0.211
C -2.97 -4.42 0.88 -0.811

---

Copy entry 1 word for word.
43
Properties=species:S:1:pos:R:3:mulliken_charge:R:1 method="wB97M-V/def2-TZVPD" total_energy_ev=-21903.98877 smiles=CCN(CC)[C@@H](C)CCNc1n[nH]c2ccccc12
H -2.13 2.65 1.85 0.274
H -0.38 -1.75 -7.32 0.322
H -0.16 -1.29 0.40 0.365
H 0.47 3.00 3.32 0.428
H 0.23 0.71 -1.77 0.241
H -1.39 -0.32 2.27 0.273
C 0.14 -1.23 -2.18 0.263
H 2.75 1.46 2.17 0.261
C 0.06 -1.10 -3.60 1.603
N -0.33 -3.15 -2.93 0.077
H 1.10 -0.06 0.63 0.060
H 0.82 -1.66 4.86 0.433
C 0.13 0.30 4.06 -0.869
C 2.35 2.17 2.91 -1.225
H 0.68 2.69 1.61 0.283
H -1.86 0.48 0.03 0.342
H 2.56 1.84 3.93 0.297
C -0.50 -2.60 -5.39 -0.764
C -2.30 1.64 2.27 -1.675
H 0.21 0.53 -6.57 0.396
H 0.65 0.92 4.81 0.488
C -0.90 0.73 0.50 -1.062
H -2.51 1.73 3.34 0.391
H 0.58 0.94 -4.11 0.374
H -0.71 -3.62 -5.75 0.350
C 0.16 -0.31 0.10 -0.585
H 1.75 -1.02 3.48 0.260
N 0.39 -0.18 -1.36 -0.169
C -0.30 -1.55 -6.25 -0.335
C -0.27 -2.37 -4.03 -0.609
H -0.57 1.73 0.19 0.400
C -1.10 0.71 1.98 0.137
H 0.17 -1.74 3.21 0.210
H -3.18 1.14 1.84 0.498
N -0.09 -2.46 -1.77 -0.789
N 0.13 0.99 2.76 0.724
H 2.81 3.15 2.80 0.424
C 0.06 -0.26 -5.86 -0.819
H -0.88 0.20 4.46 0.343
H -0.51 -4.18 -2.94 0.235
C 0.77 -1.13 3.91 -1.057
C 0.86 2.29 2.62 -0.496
C 0.26 -0.02 -4.47 -0.299